Computed, not measured: C36H109N18O7P6 as an isolated structure, with the ωB97M-V functional and the def2-TZVPD basis.

Geometry (Å):
O  -19.63089  9.05146  24.69207
H  -20.35990  9.41043  24.14966
O  -16.77931  4.81435  22.25577
P  -17.85329  5.75052  22.76047
N  -17.89699  7.30497  21.89174
C  -19.02392  8.30236  22.01338
C  -16.63029  7.91579  21.52047
N  -17.66612  6.20615  24.44058
C  -18.81314  6.67787  25.30463
C  -16.35069  6.20101  25.14005
N  -19.49147  5.18053  22.61489
C  -19.88691  4.02962  23.34911
C  -20.19611  5.26735  21.31076
H  -19.01567  8.79840  22.98393
H  -20.00747  7.83308  22.03584
H  -18.99826  8.93565  21.12659
H  -16.10813  8.23349  22.42297
H  -16.52912  8.66111  20.73157
H  -15.88536  7.16459  21.25807
H  -18.70182  6.24714  26.29971
H  -18.71865  7.76208  25.24423
H  -19.81202  6.47154  24.92021
H  -15.63272  6.78048  24.55967
H  -16.42375  6.77439  26.06417
H  -15.91410  5.22262  25.34065
H  -19.39121  4.06298  24.31929
H  -20.93894  4.08474  23.62891
H  -19.63562  3.07876  22.87919
H  -19.61662  5.93913  20.67752
H  -21.23255  5.48382  21.56968
H  -20.17120  4.30800  20.79392
O  -20.45951  11.83837  28.69835
P  -19.28763  10.93621  28.39437
N  -18.09311  10.99843  29.63885
C  -17.20712  9.91837  29.83862
C  -18.34746  11.75387  30.85948
N  -18.46046  11.24059  26.90653
C  -17.15795  10.58208  26.60512
C  -19.29861  11.50074  25.73988
N  -19.88302  9.28239  28.37331
C  -20.12892  8.52649  27.16357
C  -20.71135  8.77142  29.48145
H  -17.64780  8.97885  30.17208
H  -16.36773  10.17716  30.48404
H  -16.78678  9.67731  28.86225
H  -17.57408  12.31576  31.38319
H  -18.62698  11.09694  31.68314
H  -19.15793  12.48060  30.80368
H  -16.35893  10.97436  27.23425
H  -17.21779  9.49859  26.50240
H  -16.73726  10.95861  25.67274
H  -19.96173  10.66442  25.51867
H  -20.04364  12.27765  25.91153
H  -18.73695  11.81119  24.85882
H  -19.66631  7.54600  27.27647
H  -21.20621  8.41985  27.03639
H  -19.54471  8.95720  26.35038
H  -20.13101  8.65572  30.39682
H  -21.14834  7.79156  29.28906
H  -21.44983  9.55421  29.65459
O  -23.87171  5.19580  27.09739
P  -23.40236  6.41315  26.34831
N  -24.06328  7.88313  26.97466
C  -23.80383  9.20953  26.38225
C  -24.93600  7.87185  28.14967
N  -23.82886  6.34952  24.71239
C  -23.35350  5.24771  23.94639
C  -25.24045  6.55955  24.36996
N  -21.74222  6.71782  26.34877
C  -21.05413  7.57749  25.40682
C  -20.99495  6.27409  27.50985
H  -23.52920  8.96468  25.35623
H  -22.87074  9.56544  26.81901
H  -24.68963  9.83821  26.47296
H  -25.96519  8.07101  27.85098
H  -24.69261  8.56639  28.95370
H  -24.85858  6.94186  28.71289
H  -23.55665  5.45926  22.89660
H  -22.28804  5.03157  24.02507
H  -23.84333  4.29062  24.12574
H  -25.90031  5.73805  24.64894
H  -25.50722  7.46828  24.90953
H  -25.42144  6.69994  23.30429
H  -21.34854  7.38580  24.37499
H  -21.17846  8.61698  25.71033
H  -19.97012  7.46345  25.41119
H  -20.75309  7.07290  28.21092
H  -20.07116  5.76179  27.24104
H  -21.53969  5.52234  28.08103
O  -24.61859  8.16736  20.82116
P  -23.24051  8.72200  20.98156
N  -23.19140  10.43803  20.74735
C  -24.44262  11.22035  20.75999
C  -21.98655  11.15496  20.35921
N  -22.08228  8.01483  19.92816
C  -21.70687  6.60158  20.29885
C  -22.22622  8.11272  18.51635
N  -22.53856  8.48157  22.57817
C  -21.12703  8.45065  22.88359
C  -23.31798  8.55931  23.86276
H  -24.47248  11.84096  21.65557
H  -25.31952  10.57325  20.73968
H  -24.58400  11.94874  19.96151
H  -21.16969  10.44531  20.49048
H  -21.81554  12.10203  20.87101
H  -22.04143  11.46660  19.31615
H  -21.94801  5.88985  19.50930
H  -20.61988  6.56651  20.22591
H  -22.09234  6.31539  21.27742
H  -23.28432  8.20789  18.27251
H  -21.65167  8.93829  18.09631
H  -21.88201  7.24055  17.96053
H  -20.98411  7.52214  23.43635
H  -20.47658  8.36660  22.01299
H  -20.91375  9.29420  23.54014
H  -22.68539  8.70250  24.73879
H  -23.90716  7.64703  23.95619
H  -23.98122  9.42340  23.82348
O  -18.97811  14.32714  22.08480
P  -18.13583  13.49479  23.01603
N  -16.46652  13.55564  22.57128
C  -16.00570  12.84323  21.45505
C  -15.57542  14.56289  23.05437
N  -18.47851  11.79368  23.09896
C  -17.51702  10.77620  23.53471
C  -19.81468  11.26008  22.87108
N  -18.11300  13.99365  24.66258
C  -18.57198  15.33986  24.96721
C  -17.76717  13.29986  25.85619
H  -15.94706  13.40241  20.52124
H  -16.45228  11.87785  21.21692
H  -14.95782  12.62540  21.66138
H  -14.70758  14.10651  23.53046
H  -15.96699  15.32959  23.72291
H  -15.11219  15.14977  22.26121
H  -17.14006  10.22488  22.67329
H  -16.60238  11.19074  23.95862
H  -17.95846  10.20231  24.34949
H  -19.85449  10.44441  22.14914
H  -20.29039  10.91496  23.78907
H  -20.40283  12.05603  22.41432
H  -19.62669  15.41844  24.70354
H  -18.46215  15.66817  26.00077
H  -18.05346  16.13538  24.43206
H  -18.61584  13.18757  26.53091
H  -16.98983  13.83491  26.40170
H  -17.45326  12.28962  25.59356
O  -24.09126  13.56876  25.17896
P  -22.91009  12.78212  25.62479
N  -22.42552  11.53421  24.55554
C  -21.22614  10.64827  24.75417
C  -23.35401  11.13753  23.48020
N  -23.22135  11.93213  27.03802
C  -24.64354  11.75410  27.52435
C  -22.14469  11.15516  27.68203
N  -21.57940  13.77233  25.96511
C  -21.70382  14.86581  26.95900
C  -20.74949  14.18038  24.82727
H  -21.53503  9.72316  25.24085
H  -20.42334  11.20754  25.23464
H  -20.84373  10.42741  23.75765
H  -24.32427  11.62236  23.58805
H  -23.49044  10.05903  23.55971
H  -22.97850  11.31561  22.47254
H  -24.73010  11.85363  28.60634
H  -25.25919  12.53782  27.08291
H  -24.84843  10.71433  27.26939
H  -22.37555  10.09251  27.75668
H  -21.18508  11.26953  27.17788
H  -22.00426  11.49454  28.70829
H  -22.07572  14.34831  27.84330
H  -20.77455  15.37294  27.21857
H  -22.53439  15.51787  26.68870
H  -21.30354  14.89636  24.22024
H  -20.36283  13.36444  24.21668
H  -19.90074  14.75254  25.20195

The calculation puts the max |F| at 12.31 eV Å⁻¹. The HOMO energy comes out at -4.76 eV. As for the charge: -1. The calculated total energy is -135942.291 eV. Its multiplicity is 1.